Entry 1:
{"formula": "C6H12N2O4", "method": "ωB97M-V with the def2-TZVPD basis set", "smiles": "C[C@@H](O)[C@H](N)C(=O)NCC(=O)O", "energy_ev": -17583.65849, "molar_mass_g_mol": 176.17, "homo_lumo_gap_ev": 9.546, "lumo_energy_ev": 0.07, "relative_energy_kcal_mol": 93.4, "elements": ["C", "C", "O", "C", "N", "C", "O", "N", "C", "C", "O", "O", "H", "H", "H", "H", "H", "H", "H", "H", "H", "H", "H", "H"], "coordinates": [[3.32575, 0.45654, -0.64035], [2.42952, -0.16971, 0.40000], [2.33992, 0.48815, 1.69095], [0.82469, -0.31770, 0.01771], [0.54364, -1.20485, -1.13162], [0.06547, 1.03543, -0.22548], [0.53974, 2.13917, -0.35344], [-1.31284, 1.03879, 0.02026], [-2.41682, -0.02630, 0.18957], [-3.78202, 0.38811, 0.13814], [-4.19248, 1.39176, -0.33448], [-4.82320, -0.63202, 0.41531], [4.47168, 0.37359, -0.44818], [3.06718, 1.45628, -0.86254], [2.93458, -0.14549, -1.52530], [2.74666, -1.07801, 0.78854], [1.82729, -0.12120, 2.31286], [0.22441, -0.71026, 0.98701], [1.44843, -1.04720, -1.88699], [0.55951, -2.26976, -0.69910], [-1.69470, 2.03197, -0.01112], [-2.33621, -1.00052, -0.52235], [-2.31276, -0.47078, 1.22123], [-4.47743, -1.60598, 0.45938]], "atomic_forces_ev_per_a": [[0.4, -1.9, -0.3], [-3.5, 1.6, 2.0], [-0.3, 0.2, 1.1], [-0.1, -0.1, 0.5], [2.7, -2.5, -0.4], [-0.7, 0.0, 1.6], [1.0, -0.3, -0.7], [-3.0, 0.1, -0.4], [4.4, -2.9, 0.8], [-3.9, -1.1, -1.8], [0.0, 0.9, 0.6], [2.8, -0.9, 0.0], [-2.2, -0.2, -0.4], [-0.3, 1.2, 0.1], [1.5, 0.7, 0.5], [0.8, -2.5, -0.9], [1.2, 1.3, -1.4], [1.6, 0.5, -2.1], [-3.4, -1.1, 2.8], [0.5, 3.4, -2.0], [0.7, -1.9, -0.1], [0.2, 2.5, 1.3], [0.2, 0.2, -0.8], [-0.5, 2.8, 0.0]], "mulliken_charge": [-1.012, -0.081, -0.572, -0.007, -0.654, 0.456, -0.620, -0.189, -0.379, 0.512, -0.459, -0.539, 0.317, 0.295, 0.188, 0.487, 0.337, 0.171, 0.352, 0.301, 0.262, 0.258, 0.247, 0.329]}

Entry 2:
{"formula": "C6H12N2OPTl", "method": "ωB97M-V with the def2-TZVPD basis set", "energy_ev": -25419.76077, "molar_mass_g_mol": 363.53, "homo_lumo_gap_ev": [6.026, 5.699], "lumo_energy_ev": [-0.40, -0.83], "relative_energy_kcal_mol": 22.2, "elements": ["C", "C", "C", "C", "C", "Tl", "P", "H", "H", "H", "H", "H", "H", "H", "H", "N", "C", "N", "O", "H", "H", "H", "H"], "coordinates": [[1.49278, 0.66539, -1.20507], [1.54572, 0.34948, -2.54980], [0.47433, -0.17499, -3.31433], [-0.85534, -0.08973, -2.81635], [-1.21279, 0.24608, -1.53463], [0.29006, -1.01752, -0.59840], [1.35823, 1.21134, 1.83856], [2.34928, 1.20075, -0.74932], [2.48712, 0.45165, -3.11167], [0.64214, -0.52388, -4.34425], [-2.24515, 0.50676, -1.28174], [-1.61490, -0.28868, -3.58397], [0.65194, 2.14647, 2.65291], [2.60263, 1.89458, 1.93264], [1.65469, 0.34373, 2.93980], [-1.82058, -0.25154, 3.61696], [-1.66106, -1.18638, 2.66227], [-2.31172, -2.34162, 2.93382], [-1.00065, -0.97697, 1.62186], [-2.15674, -0.47950, 4.53820], [-1.29416, 0.58394, 3.55120], [-2.08926, -3.09982, 2.32546], [-2.62737, -2.58184, 3.86120]], "atomic_forces_ev_per_a": [[1.4, 0.5, -0.4], [1.3, -0.2, -1.5], [-0.1, 0.7, 0.7], [-1.0, -0.3, -2.0], [-0.8, -0.1, 0.4], [-0.2, -0.6, 2.1], [-0.1, -0.1, 0.7], [-0.1, -0.7, -0.5], [-0.3, 0.4, 0.0], [-0.1, 0.3, 0.6], [0.0, -0.5, -0.5], [0.0, 0.4, -0.1], [0.2, -0.1, 0.0], [-0.2, 0.0, 0.1], [0.0, 0.3, -0.1], [-0.3, 0.4, 0.8], [1.0, 0.4, -1.1], [-0.1, -0.6, -0.2], [-1.3, -0.4, 1.9], [-0.1, -0.1, -0.2], [0.4, 0.6, -0.2], [0.0, -0.4, -0.2], [0.1, 0.2, -0.2]], "mulliken_charge": [-0.469, -0.339, -0.481, -0.140, -0.733, 0.653, -0.172, 0.210, 0.255, 0.372, 0.344, 0.268, 0.063, 0.066, 0.080, -0.350, 0.476, -0.434, -0.499, 0.188, 0.215, 0.237, 0.194]}

Entry 3:
{"formula": "C6H12N2OS", "method": "ωB97M-V with the def2-TZVPD basis set", "energy_ev": -22275.18160, "molar_mass_g_mol": 160.24, "homo_lumo_gap_ev": 7.787, "lumo_energy_ev": 0.44, "relative_energy_kcal_mol": 97.9, "elements": ["C", "C", "C", "C", "C", "C", "N", "N", "O", "S", "H", "H", "H", "H", "H", "H", "H", "H", "H", "H", "H", "H"], "coordinates": [[0.66033, 0.56080, -0.40193], [1.25529, -2.33618, 0.03813], [-0.65715, -0.03134, -0.03296], [0.78510, 2.09458, -0.36147], [-1.75953, 0.82783, -0.67730], [-0.91403, 0.06169, 1.50325], [1.64584, -0.10671, -0.84903], [1.66661, -1.45467, -0.89109], [1.45887, -2.15287, 1.33620], [-1.25602, -1.76401, -0.66143], [1.17125, -3.33099, -0.42166], [1.69738, 2.19818, 0.19889], [-0.15768, 2.69867, -0.14634], [0.89475, 2.44974, -1.48066], [-1.65493, 1.80176, -0.16128], [-2.77252, 0.25319, -0.60213], [-1.73576, 0.94632, -1.72681], [-2.00325, 0.14117, 1.75239], [-0.43858, 0.98787, 1.75076], [-0.62107, -0.86126, 2.17896], [1.59196, -1.80011, -1.83429], [1.14314, -1.18367, 1.48980]], "atomic_forces_ev_per_a": [[-1.2, -0.6, -0.3], [-0.5, 0.1, -1.8], [-2.8, -2.1, 0.0], [-0.9, 0.0, -3.0], [-1.6, -0.4, 1.4], [-0.5, -1.7, 0.6], [1.4, 2.3, 0.0], [-0.4, -1.6, 0.4], [-1.5, 2.3, -0.6], [2.1, 0.5, 0.9], [0.2, 0.3, 1.1], [0.1, 1.2, 0.2], [1.7, -1.1, 0.8], [0.5, -0.8, 2.0], [-1.3, -0.3, -0.5], [1.7, 1.5, 0.7], [0.9, 0.3, -1.3], [0.8, 0.0, -0.6], [0.3, 0.6, 1.2], [0.0, 1.9, -1.5], [0.0, 0.0, -0.1], [0.9, -2.1, 0.2]], "mulliken_charge": [0.511, -0.086, 1.030, -1.158, -1.710, -1.464, -0.732, 0.106, -0.508, -0.280, 0.407, 0.327, 0.327, 0.303, 0.352, 0.421, 0.379, 0.356, 0.364, 0.382, 0.298, 0.375]}

Entry 4:
{"formula": "C6H12N2OS", "method": "ωB97M-V with the def2-TZVPD basis set", "energy_ev": -22272.90810, "molar_mass_g_mol": 160.24, "homo_lumo_gap_ev": [7.963, 7.538], "lumo_energy_ev": [-0.90, -0.59], "relative_energy_kcal_mol": 150.3, "elements": ["C", "C", "C", "C", "C", "C", "N", "N", "O", "S", "H", "H", "H", "H", "H", "H", "H", "H", "H", "H", "H", "H"], "coordinates": [[-0.67014, 0.21447, 0.06948], [-1.25202, 1.67369, -0.14309], [1.76063, 0.94503, -0.68426], [1.00269, -1.53582, -0.90101], [1.24508, -0.42682, 1.35448], [0.81838, -0.14333, -0.08729], [-1.49009, -0.69086, 0.25193], [-2.67814, 1.83741, -0.05579], [-3.90679, -1.00622, -0.47183], [-3.11514, -0.30249, 0.46192], [-0.77836, 2.29892, 0.60748], [-1.03270, 1.92639, -1.27573], [2.72276, 0.41951, -1.18432], [1.18942, 1.38936, -1.58331], [2.18030, 1.59137, 0.10219], [0.07524, -1.95952, -1.21030], [1.58057, -2.28917, -0.27703], [1.58882, -1.55897, -1.87484], [2.29143, -0.21760, 1.51344], [0.83708, -1.33644, 1.72097], [0.72918, 0.30501, 2.00669], [-3.09822, -1.13392, 1.66023]], "atomic_forces_ev_per_a": [[0.4, 2.1, -2.2], [-0.4, -0.3, -1.3], [0.5, -1.4, -2.2], [1.5, -0.1, -0.1], [-0.9, 1.9, 0.7], [1.1, -1.4, -0.6], [-0.8, -2.1, 0.7], [0.3, -2.0, 0.3], [-1.7, -1.0, -1.7], [2.3, 1.4, 2.2], [0.7, 0.5, -0.3], [0.1, -0.2, 2.1], [-2.3, 1.0, 1.3], [1.2, 0.1, 1.6], [-0.6, 0.4, -0.6], [-0.9, -0.4, 0.3], [-0.9, 0.9, -0.5], [-0.5, 1.0, 1.1], [0.4, -0.7, 0.0], [0.3, -1.1, 0.1], [0.3, 0.1, -0.1], [-0.3, 1.0, -0.9]], "mulliken_charge": [-0.326, 0.095, -1.470, -1.395, -2.065, 2.153, -0.540, -0.648, -0.522, 0.414, 0.354, 0.284, 0.355, 0.342, 0.362, 0.403, 0.300, 0.329, 0.450, 0.524, 0.427, 0.174]}